Record 1
C18H25N5O6PScSe as an isolated structure at a distorted geometry. Source: the OMol25 dataset; level of theory: ωB97M-V with the def2-TZVPD basis set.

ORCA input file:
```
! wB97M-V def2-TZVPD RIJCOSX def2/J DEFGRID3
* xyz -2 1
Sc 0.000 0.000 0.000
C -1.800 -0.970 3.584
C -1.350 -0.599 2.193
O -0.128 -0.262 2.151
C -2.267 -0.558 1.204
C -1.764 -0.142 -0.142
C -1.218 -1.263 -0.997
N -1.701 1.052 -0.653
N -2.250 2.110 0.067
C -1.286 2.484 0.848
O -0.212 1.883 0.991
C -1.381 3.756 1.645
C -2.537 4.542 1.510
C -2.650 5.778 2.154
C -1.604 6.251 2.946
C -0.452 5.482 3.102
C -0.344 4.244 2.460
H -1.274 -1.862 3.945
H -2.872 -1.196 3.619
H -1.626 -0.151 4.294
H -3.314 -0.770 1.313
H -1.437 -2.241 -0.560
H -0.135 -1.149 -1.096
H -1.674 -1.216 -1.991
H -3.344 4.180 0.879
H -3.552 6.366 2.024
H -1.685 7.214 3.438
H 0.373 5.833 3.712
H 0.556 3.644 2.574
C 0.301 1.778 -4.997
N 0.930 2.002 -3.686
C 2.170 1.189 -3.566
N 1.927 -0.254 -3.831
C 1.275 -0.427 -5.140
N 0.024 0.347 -5.209
C -0.969 -0.154 -4.244
P -0.410 -0.020 -2.497
C -0.017 1.746 -2.583
C 1.152 -0.899 -2.754
H 0.978 2.149 -5.799
H -0.635 2.373 -5.088
H 2.629 1.327 -2.561
H 2.919 1.567 -4.296
H 1.077 -1.504 -5.339
H 1.966 -0.090 -5.944
H -1.198 -1.218 -4.466
H -1.919 0.412 -4.361
H 0.471 2.036 -1.629
H -0.942 2.353 -2.683
H 0.970 -1.976 -2.963
H 1.740 -0.837 -1.814
O 4.098 -1.405 1.155
Se 2.920 -0.996 0.081
O 3.066 0.637 -0.054
O 1.280 -1.394 0.809
O 3.292 -1.770 -1.543
H 0.613 -1.442 -1.003
*
```

E_HOMO (spin up / spin down): -0.6 / -0.8 eV
LUMO energy (spin up / spin down): 4.4295 / 4.4454 eV


Record 2
An isolated molecule of C18H25NO. Source: the OMol25 dataset; level of theory: ωB97M-V with the def2-TZVPD basis set.

ORCA input file:
```
! wB97M-V def2-TZVPD RIJCOSX def2/J DEFGRID3
* xyz 0 1
C -3.525 1.367 -1.742
C -2.304 0.473 -1.554
C -2.580 -0.607 -0.501
C -1.565 -1.751 -0.445
O -1.887 -2.855 -0.056
N -0.306 -1.454 -0.832
C 0.772 -2.410 -0.750
C 1.833 -2.007 0.287
C 2.667 -0.835 -0.164
C 3.670 -0.998 -1.018
C 4.537 0.106 -1.538
C 3.950 1.481 -1.232
C 3.453 1.515 0.208
C 2.306 0.523 0.375
C -2.674 -0.021 0.889
C -3.871 -0.060 1.592
C -3.962 0.480 2.863
C -2.855 1.064 3.452
C -1.655 1.101 2.763
C -1.566 0.561 1.493
H -4.377 0.784 -2.087
H -3.321 2.142 -2.477
H -3.793 1.843 -0.801
H -1.464 1.100 -1.248
H -2.055 -0.003 -2.506
H -3.539 -1.082 -0.735
H -0.078 -0.529 -1.153
H 1.242 -2.518 -1.733
H 0.314 -3.359 -0.462
H 2.480 -2.871 0.447
H 1.329 -1.780 1.228
H 3.919 -1.991 -1.369
H 4.676 -0.015 -2.615
H 5.527 0.016 -1.077
H 4.703 2.254 -1.396
H 3.114 1.681 -1.906
H 3.118 2.520 0.474
H 4.271 1.242 0.878
H 2.036 0.436 1.431
H 1.426 0.906 -0.155
H -4.739 -0.519 1.142
H -4.902 0.443 3.395
H -2.924 1.485 4.444
H -0.783 1.550 3.217
H -0.620 0.590 0.973
*
```

E_HOMO: -9.0 eV
LUMO energy: 0.6930 eV
structure (SMILES): CC[C@@H](C(=O)NCCC1=CCCCC1)c1ccccc1


Record 3
C18H25NO3 as an isolated structure at a distorted geometry. Source: the OMol25 dataset; level of theory: ωB97M-V with the def2-TZVPD basis set.

ORCA input file:
```
! wB97M-V def2-TZVPD RIJCOSX def2/J DEFGRID3
* xyz 0 1
C -3.201 0.941 -2.662
C -2.336 1.916 -1.951
O -1.042 1.277 -1.792
C -0.077 2.087 -1.339
C 1.093 1.220 -0.924
C 2.437 1.870 -0.710
O 2.663 2.804 0.038
C 3.544 1.035 -1.407
C 2.834 -0.222 -1.919
C 1.287 0.000 -1.786
O -0.210 3.264 -1.180
H -4.168 1.394 -2.839
H -2.773 0.703 -3.624
H -3.337 0.022 -2.102
H -2.166 2.815 -2.548
H -2.753 2.211 -0.981
H 3.976 1.652 -2.217
H 4.382 0.819 -0.718
H 3.140 -0.400 -2.957
H 3.150 -1.096 -1.323
H 0.870 -0.856 -1.253
H 0.785 0.091 -2.771
C 1.397 2.137 2.548
N 1.324 0.894 1.772
C 2.429 -0.030 1.865
C 0.335 0.655 0.854
C -0.520 -0.573 1.024
C -0.156 -1.662 1.834
C -0.889 -2.841 1.890
C -2.099 -2.953 1.188
C -2.893 -4.231 1.300
C -2.585 -1.821 0.520
C -1.841 -0.633 0.494
H 2.264 2.115 3.209
H 1.579 3.017 1.927
H 0.501 2.329 3.141
H 3.382 0.495 1.725
H 2.457 -0.486 2.866
H 2.345 -0.805 1.095
H -0.272 1.546 0.787
H 0.773 -1.617 2.413
H -0.564 -3.682 2.512
H -3.747 -4.210 0.614
H -2.209 -5.023 0.984
H -3.239 -4.532 2.308
H -3.595 -1.881 0.080
H -2.274 0.242 0.010
*
```

E_HOMO: -7.8 eV
LUMO energy: 0.2371 eV


Record 4
An isolated molecule of C18H25NO4 at a distorted geometry. Source: the OMol25 dataset; level of theory: ωB97M-V with the def2-TZVPD basis set.

ORCA input file:
```
! wB97M-V def2-TZVPD RIJCOSX def2/J DEFGRID3
* xyz 0 1
C 0.066 -2.452 -5.135
C 0.128 -1.775 -3.763
C -0.655 -0.424 -3.722
C -0.422 0.371 -2.457
C -1.370 1.537 -2.263
C -1.062 2.244 -0.944
O -1.460 1.447 0.181
C -0.603 1.467 1.254
C -0.201 0.196 1.726
C 0.663 0.091 2.788
C 1.114 1.251 3.447
C 0.659 2.496 3.014
C -0.229 2.649 1.924
O -0.781 3.856 1.566
C -2.047 4.114 2.175
C 2.089 1.139 4.598
C 3.085 -0.045 4.420
C 4.468 0.348 3.833
O 4.771 -0.543 2.767
C 3.663 -1.284 2.561
O 3.532 -2.100 1.678
N 2.663 -1.063 3.470
C 1.255 -1.231 3.144
H 0.876 -3.186 -5.286
H 0.137 -1.717 -5.926
H -0.918 -2.916 -5.288
H -0.356 -2.448 -3.049
H 1.179 -1.575 -3.471
H -1.753 -0.602 -3.804
H -0.262 0.164 -4.554
H -0.522 -0.295 -1.613
H 0.627 0.730 -2.448
H -1.281 2.296 -3.069
H -2.392 1.202 -2.297
H -1.618 3.193 -0.974
H 0.003 2.481 -0.908
H -0.539 -0.666 1.189
H 0.965 3.353 3.523
H -1.902 3.958 3.245
H -2.830 3.442 1.793
H -2.315 5.156 2.072
H 2.673 2.032 4.717
H 1.513 1.005 5.497
H 3.212 -0.488 5.398
H 4.489 1.373 3.479
H 5.222 0.256 4.623
H 0.696 -1.703 3.977
H 1.169 -1.932 2.309
*
```

E_HOMO: -8.6 eV
LUMO energy: 0.6970 eV
structure (SMILES): CCCCCCOc1cc2c(cc1OC)C[C@@H]1COC(=O)N1C2


Record 5
C18H26Br30F3NNbO4S2 as an isolated structure at a distorted geometry. Source: the OMol25 dataset; level of theory: ωB97M-V with the def2-TZVPD basis set.

ORCA input file:
```
! wB97M-V def2-TZVPD RIJCOSX def2/J DEFGRID3
* xyz -1 1
O 4.944 0.417 0.508
S 3.615 0.207 -0.012
O 2.479 0.785 0.632
O 3.325 -1.333 -0.089
C 3.713 0.749 -1.684
C 2.412 1.057 -2.430
C 2.177 0.116 -3.619
C 0.687 -0.093 -3.944
Nb -0.238 -1.752 -2.752
C -2.216 -0.818 -2.336
C -2.192 0.632 -1.872
O -1.447 0.770 -0.662
N 0.645 -1.285 -0.929
C 0.162 -1.877 -0.005
S -0.075 -2.676 1.349
C 1.522 -3.215 -3.405
F 2.629 -3.159 -2.559
F 2.064 -2.998 -4.658
F 1.215 -4.543 -3.431
H 3.850 -1.800 -0.756
H 4.336 1.634 -1.561
H 4.284 -0.007 -2.225
H 2.493 2.072 -2.822
H 1.567 1.024 -1.742
H 2.690 -0.832 -3.450
H 2.678 0.561 -4.487
H 0.142 0.852 -3.829
H 0.600 -0.351 -5.002
H -0.846 -3.285 -1.969
H -1.034 -2.440 -4.218
H -2.773 -1.426 -1.614
H -2.804 -0.849 -3.262
H -1.774 1.281 -2.652
H -3.212 0.974 -1.704
H -1.862 1.451 -0.123
C -1.334 -0.461 -8.409
Br -0.160 -1.553 -7.379
Br -2.148 0.904 -7.326
Br -0.459 0.305 -9.947
H -2.131 -1.086 -8.784
C -4.132 0.631 2.337
Br -2.501 -0.344 2.559
Br -3.817 2.534 2.329
Br -5.053 0.114 0.733
H -4.779 0.405 3.172
C 0.588 1.113 5.075
Br 1.186 0.684 3.320
Br 0.125 -0.463 6.093
Br 1.869 2.168 6.050
H -0.310 1.708 4.990
C -4.612 -4.571 -0.249
Br -6.508 -4.349 -0.546
Br -3.587 -4.379 -1.849
Br -3.989 -3.351 1.092
H -4.473 -5.574 0.128
C 7.337 1.778 -1.322
Br 8.873 0.791 -0.733
Br 7.534 3.657 -0.985
Br 6.954 1.435 -3.177
H 6.489 1.425 -0.744
C -0.372 -4.278 6.560
Br -0.489 -4.342 4.657
Br -1.983 -4.912 7.401
Br 1.172 -5.216 7.219
H -0.255 -3.243 6.846
C -8.643 -4.603 2.808
Br -6.976 -5.517 3.056
Br -8.399 -2.700 2.749
Br -9.599 -5.227 1.260
H -9.256 -4.828 3.668
C -5.681 4.292 -1.377
Br -3.789 4.305 -1.028
Br -6.218 2.779 -2.427
Br -6.717 4.435 0.233
H -5.894 5.173 -1.962
C 7.012 7.881 -0.896
Br 7.284 7.801 -2.794
Br 5.254 7.293 -0.411
Br 8.360 6.882 0.041
H 7.109 8.913 -0.597
C 2.632 2.373 10.384
Br 4.300 2.557 9.452
Br 1.483 3.878 10.062
Br 1.763 0.722 9.940
H 2.851 2.355 11.440
*
```

E_HOMO: -5.5 eV
LUMO energy: 1.2149 eV


Record 6
C18H26BrIrN5O2PS4 as an isolated structure. Source: the OMol25 dataset; level of theory: ωB97M-V with the def2-TZVPD basis set.

ORCA input file:
```
! wB97M-V def2-TZVPD RIJCOSX def2/J DEFGRID3
* xyz 3 6
Ir -0.859 0.563 -0.805
N 0.723 3.476 -2.544
C -0.519 3.662 -2.146
N -1.244 2.788 -1.460
C -2.485 3.298 -1.181
C -2.717 4.579 -1.677
S -1.368 5.169 -2.498
C -3.400 2.511 -0.432
C -4.671 2.883 -0.008
S -5.392 1.653 0.898
C -3.945 0.672 0.667
N -3.005 1.260 -0.045
N -3.853 -0.547 1.173
H 1.213 2.626 -2.290
H 1.220 4.172 -3.080
H -3.616 5.168 -1.589
H -5.187 3.812 -0.187
H -4.589 -0.953 1.731
H -3.017 -1.093 1.025
C -1.190 -5.099 -0.352
C -1.598 -3.882 -1.117
C -2.341 -3.972 -2.300
C -2.709 -2.831 -2.985
C -2.321 -1.606 -2.466
Br -2.737 -0.001 -3.370
N -1.617 -1.487 -1.341
C -1.259 -2.610 -0.686
H -2.048 -5.522 0.172
H -0.422 -4.869 0.385
H -0.807 -5.866 -1.024
H -2.622 -4.943 -2.689
H -3.270 -2.880 -3.907
H -0.666 -2.459 0.208
C 2.634 2.248 3.069
C 3.169 2.636 1.714
C 4.619 2.312 1.479
O 2.332 1.986 0.617
P 1.872 0.518 0.483
S 1.374 0.302 -1.514
S 0.013 0.264 1.374
O 2.990 -0.391 1.015
C 3.195 -1.869 1.188
C 2.392 -2.344 2.373
C 2.897 -2.582 -0.106
H 3.179 2.815 3.824
H 2.796 1.191 3.280
H 1.577 2.493 3.171
H 2.962 3.684 1.503
H 4.848 1.277 1.726
H 5.219 2.953 2.126
H 4.908 2.517 0.450
H 4.261 -1.890 1.410
H 1.320 -2.327 2.168
H 2.599 -1.749 3.260
H 2.675 -3.375 2.590
H 1.825 -2.586 -0.322
H 3.222 -3.619 -0.016
H 3.437 -2.139 -0.942
*
```

⟨S²⟩: 8.803
E_HOMO (spin up / spin down): -16.0 / -17.4 eV
LUMO energy (spin up / spin down): -9.0219 / -11.7428 eV


Energy across the listed records, respectively: -134126.30233 -22610.05639 -26702.43641 -28751.33411 -2161410.25417 -156120.78735 eV.
ΔE to the lowest compared entry with this formula, charge and spin across the listed records, respectively: 267.2 17.0 92.0 55.5 0.0 1.4 kcal per mole.